Formula: C5H9NO
Source: OMol25
Level of theory: wB97M-V/def2-TZVPD

Structure (XYZ):
```
16
Properties=species:S:1:pos:R:3:forces:R:3
C 0.9771 1.1443 0.6917 0.031 -0.020 -0.059
C 0.1869 0.0673 -0.0666 -0.055 0.099 0.480
C 1.1094 -0.8609 -0.8724 -0.087 0.093 -0.071
C -0.8256 -0.6540 0.9064 0.224 0.062 -0.227
O -2.1188 -0.3938 0.3213 -0.029 -0.163 -0.129
C -1.8776 0.3526 -0.7779 0.165 0.230 -0.123
N -0.6998 0.7147 -1.0531 -0.312 -0.174 0.049
H 1.5818 1.7174 -0.0158 -0.028 -0.051 0.081
H 1.6423 0.7129 1.4514 -0.125 -0.037 -0.201
H 0.3018 1.8441 1.1997 0.052 -0.185 -0.139
H 1.6409 -1.5720 -0.2399 0.029 0.023 0.071
H 0.5395 -1.4090 -1.6323 -0.005 -0.004 0.311
H 1.8415 -0.2620 -1.4291 -0.120 -0.073 0.223
H -0.7138 -1.7399 0.9725 0.153 0.128 -0.089
H -0.8352 -0.2370 1.9229 0.145 -0.035 -0.304
H -2.7504 0.5755 -1.3788 -0.038 0.107 0.126
```
Positions in Å, forces in eV/Å.

The frontier orbital gap comes out at 10.5 eV. As for the LUMO energy: 0.03450 Eh. As for the total charge: 0. As for the structure (SMILES): CC1(C)COC=N1. The highest occupied orbital energy comes out at -9.58 eV. The calculation puts the energy above the lowest of the compared OMol25 structures with the same formula, charge and spin at 0.990 eV.

Charge distribution, Löwdin scheme, values in e: C -0.0484; C -0.5419; C -0.0413; C -0.0865; O -0.0437; C -0.2225; N 0.1130; H 0.0793; H 0.0856; H 0.0847; H 0.0790; H 0.0847; H 0.0818; H 0.1219; H 0.1221; H 0.1323

---

Formula: C5H9NO
Source: OMol25
Level of theory: wB97M-V/def2-TZVPD

Structure (XYZ):
```
16
Properties=species:S:1:pos:R:3:forces:R:3
C -1.5959 -1.1959 -0.0287 -0.029 -0.041 0.049
C -0.5693 -0.2781 -0.6815 -0.041 -0.110 -0.068
C -0.7260 1.2478 -0.3975 -0.192 0.141 -0.067
C 0.6490 1.2800 0.3201 0.171 0.045 0.157
C 0.7829 -0.1864 -0.0015 0.311 -0.382 -0.057
N 1.6811 -1.0645 0.1656 -0.640 0.304 -0.152
O 2.7720 -0.5086 0.8371 0.362 -0.091 0.135
H -2.5685 -1.1010 -0.5251 0.143 0.005 0.070
H -1.7301 -0.9412 1.0288 0.040 -0.030 -0.126
H -1.2831 -2.2437 -0.0851 -0.020 0.167 -0.012
H -0.4910 -0.5113 -1.7503 0.053 0.040 0.162
H -0.7763 1.8679 -1.2955 -0.013 -0.076 0.138
H -1.5752 1.4866 0.2487 0.098 -0.026 -0.105
H 0.6225 1.4917 1.3948 -0.008 -0.008 -0.178
H 1.4226 1.9084 -0.1328 -0.125 -0.089 0.059
H 3.3851 -1.2516 0.9030 -0.109 0.149 -0.004
```
Positions in Å, forces in eV/Å.

The frontier orbital gap comes out at 10.5 eV. As for the LUMO energy: 0.04002 Eh. As for the total charge: 0. As for the structure (SMILES): C[C@H]1CC/C1=N\O. The highest occupied orbital energy comes out at -9.43 eV. The calculation puts the energy above the lowest of the compared OMol25 structures with the same formula, charge and spin at 2.890 eV.

Charge distribution, Löwdin scheme, values in e: C -0.0679; C -0.2958; C -0.1286; C -0.0951; C -0.2970; N 0.0461; O -0.0665; H 0.0770; H 0.0821; H 0.0775; H 0.1396; H 0.1040; H 0.1054; H 0.1166; H 0.1153; H 0.0872

---

Formula: C5H9NO
Source: OMol25
Level of theory: wB97M-V/def2-TZVPD

Structure (XYZ):
```
16
Properties=species:S:1:pos:R:3:forces:R:3
C -1.1632 -2.1750 0.5693 -0.190 -0.171 0.103
C -1.2358 0.6837 0.0840 -0.139 -0.037 0.047
C -0.2448 1.7521 -0.3273 0.005 0.383 -0.034
N 0.6634 0.6511 -0.7677 0.015 -0.116 0.011
C 2.0482 0.6238 -0.3377 0.124 -0.033 0.009
C -0.2998 -0.2241 -0.2442 0.028 -0.047 0.009
O -0.1450 -1.5498 -0.1997 0.104 0.188 -0.062
H -1.0409 -1.9212 1.6280 -0.037 -0.040 -0.124
H -1.0617 -3.2500 0.4237 0.018 0.129 0.020
H -2.1550 -1.8508 0.2361 0.116 -0.083 0.005
H -2.2935 0.6729 0.2968 0.181 0.011 0.089
H -0.5187 2.4320 -1.1392 0.011 -0.098 0.058
H 0.1820 2.3166 0.5108 -0.012 -0.055 -0.162
H 2.4659 -0.3650 -0.5465 -0.057 0.140 0.030
H 2.6122 1.3597 -0.9205 -0.067 -0.119 0.123
H 2.1866 0.8441 0.7341 -0.100 -0.052 -0.121
```
Positions in Å, forces in eV/Å.

The frontier orbital gap comes out at 9.0 eV. As for the LUMO energy: 0.03928 Eh. As for the total charge: 0. The highest occupied orbital energy comes out at -7.98 eV. The calculation puts the energy above the lowest of the compared OMol25 structures with the same formula, charge and spin at 2.917 eV.

Charge distribution, Löwdin scheme, values in e: C -0.0659; C -0.0090; C -0.1463; N -0.1043; C -0.0734; C -0.4053; O -0.0369; H 0.0992; H 0.0915; H 0.0912; H 0.0870; H 0.1092; H 0.1106; H 0.0840; H 0.0829; H 0.0855

---

Formula: C5H9NO
Source: OMol25
Level of theory: wB97M-V/def2-TZVPD

Structure (XYZ):
```
16
Properties=species:S:1:pos:R:3:forces:R:3
O 0.5162 -0.9399 1.5308 0.202 -2.243 -2.301
C 0.3947 -1.5029 0.4311 -1.118 2.287 2.120
C -0.4811 -0.8302 -0.6447 0.615 1.672 0.615
C -1.4047 0.2901 -0.0137 2.692 0.446 -0.362
C -0.3682 1.3966 0.4790 -0.544 -1.778 -2.416
C 0.8786 1.1269 -0.4044 2.060 1.378 2.112
N 0.5543 0.0899 -1.3600 -2.779 0.261 -2.861
H 0.8824 -2.4419 0.1524 0.319 -0.102 0.165
H -0.9785 -1.6412 -1.2488 0.629 1.265 0.055
H -1.8495 0.0022 0.8656 -1.475 -1.157 1.842
H -2.1335 0.6749 -0.6816 -0.578 0.110 -0.899
H -0.4542 1.4236 1.5168 1.327 -0.808 1.933
H -0.5851 2.3863 0.3037 -1.523 2.295 -1.235
H 1.3233 2.0907 -0.8140 -1.265 -1.149 -0.501
H 1.7852 0.9040 0.2086 -0.782 -0.826 -0.220
H -0.1156 0.6086 -2.1127 2.219 -1.654 1.953
```
Positions in Å, forces in eV/Å.

The frontier orbital gap comes out at 10.3 eV. As for the LUMO energy: 0.02965 Eh. As for the total charge: 0. As for the structure (SMILES): O=C[C@H]1CCCN1. The highest occupied orbital energy comes out at -9.50 eV. The calculation puts the energy above the lowest of the compared OMol25 structures with the same formula, charge and spin at 2.969 eV.

Charge distribution, Löwdin scheme, values in e: O 0.0274; C -0.1701; C -0.2366; C -0.1125; C -0.1540; C -0.2702; N -0.0465; H 0.1187; H 0.1446; H 0.0676; H 0.0897; H 0.0794; H 0.0635; H 0.1259; H 0.1078; H 0.1654

---

Formula: C5H9NO
Source: OMol25
Level of theory: wB97M-V/def2-TZVPD

Structure (XYZ):
```
16
Properties=species:S:1:pos:R:3:forces:R:3
C -0.5006 -0.2746 -1.3357 -0.108 0.237 0.000
C 0.0276 -0.5652 -0.0418 -0.243 0.036 0.089
C -0.5871 -1.4967 0.9614 -0.039 0.019 -0.059
N 1.4046 -0.1367 0.1578 0.126 -0.020 -0.109
C 1.0479 1.2667 0.3340 0.186 0.264 0.133
C -0.4729 1.0924 0.0655 -0.102 -0.176 0.268
O -1.4833 1.4981 0.6366 0.159 -0.088 -0.072
H -1.5636 -0.4456 -1.4860 0.151 0.047 -0.048
H 0.1281 -0.2359 -2.2245 -0.061 -0.043 0.070
H -0.4992 1.2476 -1.2021 0.050 -0.367 -0.173
H 0.0013 -2.4179 1.0399 -0.100 0.143 -0.029
H -1.6127 -1.7531 0.6818 0.135 0.034 0.054
H -0.6130 -1.0171 1.9474 0.020 -0.077 -0.151
H 2.0149 -0.3147 -0.6334 -0.090 0.001 0.085
H 1.1237 1.5611 1.3844 0.032 0.011 -0.101
H 1.5842 1.9915 -0.2853 -0.116 -0.019 0.044
```
Positions in Å, forces in eV/Å.

The frontier orbital gap comes out at 8.6 eV. As for the LUMO energy: 0.01633 Eh. As for the total charge: 0. The highest occupied orbital energy comes out at -8.12 eV. The calculation puts the energy above the lowest of the compared OMol25 structures with the same formula, charge and spin at 4.894 eV.

Charge distribution, Löwdin scheme, values in e: C 0.0628; C -0.4610; C -0.0139; N 0.0186; C -0.1125; C -0.4968; O -0.0132; H 0.1226; H 0.1041; H 0.1813; H 0.0830; H 0.0847; H 0.0902; H 0.1085; H 0.1244; H 0.1172

---

Formula: C5H9NO
Source: OMol25
Level of theory: wB97M-V/def2-TZVPD

Structure (XYZ):
```
16
Properties=species:S:1:pos:R:3:forces:R:3
C -1.3570 -0.1562 -1.0064 -0.083 0.060 0.035
C -0.6983 0.0493 0.3457 -0.221 -0.148 0.017
C -0.5425 -1.2055 1.1767 -0.043 0.049 0.082
C 0.0112 1.2615 0.6436 -0.302 0.096 0.144
N -1.1411 1.3345 1.1209 0.284 -0.160 -0.217
H -1.1276 -1.1448 -1.4212 0.009 0.223 0.151
H -1.0540 0.5957 -1.7440 -0.050 -0.080 0.189
H -2.4400 -0.0818 -0.8689 0.005 -0.044 -0.136
H -1.5400 -1.5530 1.4660 0.093 -0.070 0.037
H 0.0371 -1.0218 2.0865 -0.115 0.008 -0.118
H -0.0511 -2.0072 0.6120 -0.085 0.260 0.064
H 0.9159 1.8596 0.5387 -0.271 0.139 0.233
C 2.2553 0.5191 -0.7404 0.055 -0.468 -0.182
O 1.6740 -0.5340 -0.7784 0.732 0.372 -0.192
H 2.1386 1.2836 -1.5336 0.020 -0.101 0.011
H 2.9196 0.8010 0.1028 -0.028 -0.138 -0.118
```
Positions in Å, forces in eV/Å.

The frontier orbital gap comes out at 10.0 eV. As for the LUMO energy: 0.02020 Eh. As for the total charge: 0. As for the structure (SMILES): CC1(C)C=N1.C=O. The highest occupied orbital energy comes out at -9.46 eV. The calculation puts the energy above the lowest of the compared OMol25 structures with the same formula, charge and spin at 3.849 eV.

Charge distribution, Löwdin scheme, values in e: C -0.0526; C -0.5285; C -0.0557; C -0.1526; N 0.1984; H 0.0782; H 0.0781; H 0.0814; H 0.0820; H 0.0800; H 0.0740; H 0.0969; C -0.1670; O -0.0027; H 0.0966; H 0.0935

---

Formula: C5H9NO
Source: OMol25
Level of theory: wB97M-V/def2-TZVPD

Structure (XYZ):
```
16
Properties=species:S:1:pos:R:3:forces:R:3
C -0.4886 1.7338 0.2806 0.094 0.032 0.064
C 0.6226 1.1634 -0.5378 -0.194 -0.101 0.205
N 1.7815 -0.0824 0.8454 0.137 0.154 -0.002
C 0.8393 -0.2908 -0.2792 0.004 -0.094 -0.198
C -0.2942 -1.2405 0.1055 -0.019 0.089 -0.007
C -1.3747 -1.2757 -0.9420 -0.024 0.240 -0.289
O -1.4166 -0.5232 -1.8901 0.015 -0.370 0.475
H -0.8942 1.1506 1.1243 0.096 0.061 -0.138
H -0.2910 2.7607 0.6050 -0.030 -0.137 -0.128
H -1.2905 1.8092 -0.4744 0.116 -0.013 0.020
H 1.6060 0.7930 1.3363 -0.083 -0.185 0.126
H 2.7331 -0.0259 0.5017 -0.079 0.064 -0.032
H 1.4010 -0.7487 -1.0995 -0.090 0.082 0.088
H -0.7578 -0.9759 1.0653 0.037 -0.020 -0.133
H 0.0970 -2.2570 0.2494 -0.059 0.121 -0.026
H -2.1672 -2.0408 -0.8001 0.081 0.076 -0.026
```
Positions in Å, forces in eV/Å.

The frontier orbital gap comes out at 8.8 eV. As for the LUMO energy: 0.02311 Eh. As for the total charge: 0. The highest occupied orbital energy comes out at -8.17 eV. The calculation puts the energy above the lowest of the compared OMol25 structures with the same formula, charge and spin at 4.684 eV.

Charge distribution, Löwdin scheme, values in e: C -0.1644; C 0.0209; N 0.0736; C -0.4775; C -0.1383; C -0.2478; O 0.0515; H 0.0711; H 0.0673; H 0.0963; H 0.0719; H 0.0848; H 0.1325; H 0.1135; H 0.1232; H 0.1216

---

Formula: C5H9NO
Source: OMol25
Level of theory: wB97M-V/def2-TZVPD

Structure (XYZ):
```
16
Properties=species:S:1:pos:R:3:forces:R:3
C 2.0977 0.0955 -0.1324 0.067 -0.035 0.094
C 0.6886 0.1185 0.4596 -0.008 -0.314 0.490
C -0.3819 -0.2421 -0.5450 0.113 0.328 0.114
O -0.1758 -1.6149 -0.8143 -0.052 -0.250 0.230
C -1.8198 -0.0549 -0.0195 0.018 -0.040 0.002
C -2.0899 1.3312 0.3711 -0.078 0.952 0.247
N -2.2374 2.4358 0.6819 0.108 -1.081 -0.319
H 2.3486 0.9564 -0.7643 -0.306 -0.109 0.141
H 2.8025 0.0854 0.7008 0.155 -0.033 -0.179
H 2.2312 -0.8150 -0.7269 0.101 0.174 0.125
H 0.4653 1.0843 0.9352 0.139 -0.436 0.227
H 0.6334 -0.7684 1.1754 0.095 1.515 0.057
H -0.2340 0.3832 -1.4356 -0.153 -0.462 -0.152
H 0.1786 -1.9182 0.0510 -0.361 -0.420 -1.097
H -1.9707 -0.7078 0.8491 0.027 0.137 -0.086
H -2.5362 -0.3692 -0.7862 0.135 0.075 0.104
```
Positions in Å, forces in eV/Å.

The frontier orbital gap comes out at 11.7 eV. As for the LUMO energy: 0.02966 Eh. As for the total charge: 0. As for the structure (SMILES): CC[C@@H](O)CC#N. The highest occupied orbital energy comes out at -10.89 eV. The calculation puts the energy above the lowest of the compared OMol25 structures with the same formula, charge and spin at 1.304 eV.

Charge distribution, Löwdin scheme, values in e: C -0.0920; C -0.2183; C -0.4305; O -0.0445; C -0.1242; C -0.2259; N 0.1452; H 0.0808; H 0.0733; H 0.0774; H 0.1168; H 0.1327; H 0.1581; H 0.0935; H 0.1297; H 0.1282

---

> total charge of number 5 (C5H9NO)?

0